Below is a structure of composition C10H15F12N3O10PtS4, with properties calculated with the ωB97M-V functional and the def2-TZVPD basis.

The geometry in XYZ format:
```
55
Properties=species:S:1:pos:R:3:lowdin_spin:R:1
Pt -0.107 0.155 -0.157 0.9476
C -1.707 -5.838 1.920 0.0000
F -0.431 -5.523 1.581 0.0000
F -2.380 -6.199 0.773 0.0000
F -1.558 -6.828 2.814 0.0000
S -2.590 -4.267 2.737 0.0000
O -3.631 -4.824 3.594 0.0000
O -1.471 -3.613 3.424 0.0000
N -3.081 -3.167 1.431 -0.0003
S -4.452 -3.680 0.963 -0.0001
O -4.750 -3.119 -0.373 0.0000
O -4.605 -5.139 1.059 -0.0001
C -5.827 -2.951 2.055 0.0000
F -6.934 -3.533 1.640 0.0000
F -5.570 -3.245 3.297 0.0000
F -6.047 -1.667 1.930 0.0000
C 6.284 1.078 -1.557 0.0315
F 7.576 0.843 -1.611 0.0152
F 6.109 2.388 -1.656 0.0036
F 5.548 0.391 -2.472 0.0082
S 5.852 0.429 0.254 0.0314
O 5.328 -0.933 0.126 -0.0003
O 7.100 0.670 1.007 -0.0114
N 4.443 1.436 0.625 0.7046
S 5.070 2.692 1.432 0.0407
O 6.292 3.264 0.886 0.1008
O 4.054 3.692 1.614 0.0326
C 5.490 1.973 3.203 0.0200
F 6.553 2.576 3.545 0.0133
F 4.546 2.139 4.146 0.0053
F 5.740 0.621 3.196 0.0040
C -0.476 -1.470 -3.351 0.0017
O -0.432 -0.114 -2.900 0.0161
C -0.703 0.789 -3.930 0.0012
C -0.698 2.255 -3.417 0.0001
N -1.700 2.275 -2.345 -0.0007
C -1.530 3.496 -1.559 -0.0003
C -2.293 3.287 -0.229 0.0021
O -1.457 2.344 0.535 0.0267
C -1.810 2.198 1.879 0.0025
H 0.359 -1.654 -4.027 0.0004
H -1.433 -1.918 -3.618 0.0001
H -0.078 -1.975 -2.471 0.0009
H -1.695 0.561 -4.319 0.0001
H 0.073 0.803 -4.695 0.0004
H -0.848 2.925 -4.264 0.0000
H 0.302 2.401 -3.011 -0.0002
H -2.534 2.363 -2.908 0.0000
H -1.915 4.325 -2.153 0.0000
H -0.475 3.665 -1.342 -0.0002
H -3.267 2.814 -0.353 0.0000
H -2.506 4.201 0.326 0.0009
H -2.674 2.838 2.058 0.0009
H -0.997 2.591 2.490 0.0000
H -2.058 1.180 2.178 0.0004
```

The calculation puts the LUMO energy (spin up / spin down) at -3.86 / -6.21 eV. The net charge is 0. Its spin multiplicity is 3. The value obtained for the HOMO energy (spin up / spin down) is -8.929 / -8.929 eV.

Below is a structure of composition C10H15HoN3O4, with properties calculated with the ωB97M-V functional and the def2-TZVPD basis.

The geometry in XYZ format:
```
33
Properties=species:S:1:pos:R:3:lowdin_spin:R:1
Ho 0.418 -0.356 -0.362 4.0163
O 0.155 4.166 -0.193 -0.0002
C -0.053 2.899 -0.217 0.0000
O 0.829 2.029 -0.231 -0.0020
C -1.487 2.495 -0.221 0.0000
C -2.556 3.372 -0.188 -0.0001
C -3.835 2.831 -0.187 -0.0001
C -3.988 1.448 -0.209 -0.0001
C -2.853 0.660 -0.239 0.0000
N -1.626 1.175 -0.252 -0.0034
C -2.807 -0.836 -0.248 0.0000
O -3.844 -1.585 -0.179 -0.0002
O -1.691 -1.376 -0.311 -0.0034
H 1.100 4.415 -0.182 0.0000
H -2.394 4.442 -0.166 0.0000
H -4.703 3.477 -0.166 0.0000
H -4.985 1.022 -0.206 0.0000
H -4.705 -1.137 -0.126 0.0000
N 2.834 -0.106 -0.336 -0.0054
C 3.489 -0.989 0.710 0.0003
C 3.322 -2.471 0.399 0.0001
C 1.959 -3.067 0.728 0.0004
N 0.917 -2.723 -0.316 -0.0031
H 3.339 -0.259 -1.210 0.0000
H 3.047 0.865 -0.111 0.0004
H 3.046 -0.747 1.677 0.0000
H 4.542 -0.736 0.779 0.0000
H 4.073 -3.020 0.965 0.0000
H 3.566 -2.660 -0.652 0.0000
H 1.601 -2.699 1.692 0.0001
H 2.033 -4.146 0.817 0.0001
H 0.051 -3.208 -0.076 0.0004
H 1.203 -3.175 -1.184 0.0002
```

The calculation puts the LUMO energy (spin up / spin down) at -11.63 / -11.61 eV. The net charge is +3. Its spin multiplicity is 5. The value obtained for the HOMO energy (spin up / spin down) is -20.971 / -20.971 eV.